1.
13 unconnected molecules or ions with the total composition C62H123F3O22 in a non-equilibrium geometry, computed with wB97M-V/def2-TZVPD.

Positions of all 210 atoms, in Å:
F: 2.861 5.891 -0.086
C: 1.621 5.708 0.431
C: 0.591 6.640 0.168
C: -0.650 6.353 0.581
C: -1.011 5.101 1.166
C: 0.017 4.220 1.335
C: 1.350 4.478 0.985
H: 0.808 7.565 -0.377
H: -1.409 7.106 0.323
H: -2.041 4.776 1.135
H: -0.173 3.169 1.582
H: 2.132 3.735 1.127
F: 6.866 -3.573 -0.225
C: 6.415 -2.981 -1.346
C: 5.251 -3.425 -1.906
C: 4.811 -2.812 -3.115
C: 5.422 -1.683 -3.653
C: 6.600 -1.205 -2.997
C: 7.092 -1.919 -1.874
H: 4.796 -4.263 -1.455
H: 3.982 -3.289 -3.620
H: 5.042 -1.298 -4.597
H: 7.095 -0.262 -3.295
H: 8.025 -1.597 -1.376
F: 3.390 -5.695 0.679
C: 2.615 -6.587 0.108
C: 1.254 -6.686 0.400
C: 0.473 -7.617 -0.255
C: 0.988 -8.543 -1.124
C: 2.364 -8.463 -1.387
C: 3.199 -7.575 -0.721
H: 0.770 -6.014 1.065
H: -0.538 -7.586 -0.025
H: 0.427 -9.344 -1.543
H: 2.805 -9.209 -2.070
H: 4.244 -7.639 -0.829
C: -2.165 9.111 5.934
O: -2.121 7.968 6.837
C: -3.424 7.572 7.225
C: -3.471 6.093 6.927
O: -3.586 5.871 5.505
C: -2.910 4.819 4.946
C: -3.915 3.782 4.407
O: -3.256 2.564 3.884
C: -4.163 1.981 3.077
H: -1.106 9.307 5.765
H: -2.625 9.932 6.456
H: -2.704 8.884 5.029
H: -4.219 8.106 6.678
H: -3.624 7.597 8.288
H: -4.385 5.577 7.323
H: -2.605 5.767 7.461
H: -2.315 4.308 5.709
H: -2.275 5.195 4.144
H: -4.350 4.296 3.559
H: -4.606 3.512 5.235
H: -5.113 1.734 3.653
H: -3.812 1.012 2.676
H: -4.460 2.608 2.219
C: -4.520 -4.196 1.070
O: -4.995 -3.059 0.449
C: -6.277 -3.084 -0.174
C: -6.220 -3.388 -1.702
O: -5.750 -4.743 -1.975
C: -6.198 -5.338 -3.202
C: -5.770 -4.562 -4.405
O: -6.518 -3.431 -4.531
C: -6.152 -2.582 -5.571
H: -3.959 -4.774 0.373
H: -5.256 -4.811 1.536
H: -3.720 -3.803 1.776
H: -6.567 -2.052 -0.091
H: -6.898 -3.878 0.370
H: -5.412 -2.784 -2.194
H: -7.237 -3.262 -2.131
H: -7.292 -5.464 -3.151
H: -5.731 -6.303 -3.324
H: -5.815 -5.183 -5.378
H: -4.741 -4.269 -4.222
H: -5.080 -2.300 -5.421
H: -6.870 -1.809 -5.475
H: -6.132 -3.195 -6.495
C: -1.467 0.738 0.637
O: -0.298 0.020 0.253
C: 0.801 0.176 1.057
C: 2.037 -0.406 0.435
O: 2.437 0.413 -0.613
C: 3.125 -0.301 -1.639
H: -2.294 0.135 0.417
H: -1.520 1.727 0.150
H: -1.498 0.810 1.790
H: 0.658 -0.140 2.109
H: 1.001 1.253 1.299
H: 1.720 -1.322 -0.045
H: 2.834 -0.579 1.190
H: 2.671 -1.244 -1.959
H: 4.112 -0.553 -1.180
H: 3.391 0.325 -2.495
C: -0.126 -0.533 6.515
O: 0.051 -0.061 5.160
C: -0.672 1.050 4.789
C: -0.172 2.418 5.301
O: -0.694 2.644 6.606
C: 0.291 3.322 7.433
H: 0.258 0.177 7.195
H: 0.413 -1.492 6.645
H: -1.178 -0.726 6.655
H: -1.765 0.969 4.994
H: -0.670 1.116 3.669
H: -0.541 3.157 4.555
H: 0.940 2.403 5.326
H: -0.171 3.353 8.436
H: 0.530 4.334 7.098
H: 1.166 2.632 7.462
C: 3.180 -4.022 4.157
O: 1.989 -3.614 4.812
C: 0.879 -3.988 3.985
C: 0.687 -3.253 2.666
O: -0.394 -3.946 2.040
C: -0.633 -3.498 0.710
H: 3.211 -3.602 3.213
H: 3.207 -5.093 4.055
H: 3.990 -3.644 4.804
H: -0.010 -3.761 4.630
H: 0.883 -5.085 3.740
H: 1.558 -3.388 2.029
H: 0.329 -2.280 2.842
H: 0.254 -3.669 -0.025
H: -0.964 -2.496 0.668
H: -1.500 -4.057 0.331
C: 3.074 0.513 3.811
O: 2.966 1.725 4.572
C: 2.867 2.901 3.791
C: 4.027 3.132 2.839
O: 4.165 2.229 1.741
C: 5.289 2.563 0.948
H: 2.703 0.729 2.800
H: 2.412 -0.191 4.408
H: 4.128 0.283 3.753
H: 2.916 3.595 4.590
H: 1.891 3.001 3.335
H: 5.010 3.152 3.356
H: 3.906 4.100 2.299
H: 5.077 3.589 0.576
H: 5.347 1.795 0.115
H: 6.175 2.573 1.584
C: 3.029 4.457 -3.552
O: 4.323 4.970 -3.695
C: 5.331 4.414 -2.795
C: 5.397 2.907 -2.596
O: 6.180 2.352 -3.600
C: 5.417 2.339 -4.822
H: 2.880 3.434 -3.888
H: 2.292 5.170 -4.045
H: 2.689 4.461 -2.391
H: 5.074 4.867 -1.894
H: 6.285 4.752 -3.158
H: 4.374 2.378 -2.538
H: 5.886 2.713 -1.626
H: 5.079 3.259 -5.208
H: 4.588 1.656 -4.807
H: 6.064 1.917 -5.668
C: -2.733 1.088 -4.736
O: -3.621 -0.020 -4.640
C: -4.192 -0.257 -3.376
C: -3.282 -1.090 -2.466
O: -3.336 -2.388 -2.911
C: -2.609 -3.202 -1.945
H: -2.284 0.984 -5.741
H: -2.002 0.968 -3.950
H: -3.175 2.054 -4.635
H: -5.139 -0.857 -3.553
H: -4.466 0.692 -2.888
H: -3.585 -1.022 -1.437
H: -2.261 -0.714 -2.553
H: -1.692 -2.633 -1.846
H: -2.509 -4.207 -2.382
H: -3.090 -3.259 -1.001
C: -2.284 -3.972 -5.671
O: -1.154 -4.310 -4.857
C: -0.211 -3.317 -4.797
C: 0.818 -3.598 -3.681
O: 1.936 -4.426 -4.094
C: 1.740 -5.835 -3.859
H: -1.964 -3.907 -6.716
H: -2.686 -3.013 -5.343
H: -2.984 -4.753 -5.621
H: -0.713 -2.306 -4.580
H: 0.362 -3.261 -5.687
H: 0.188 -4.015 -2.878
H: 1.277 -2.645 -3.279
H: 1.793 -6.102 -2.785
H: 2.510 -6.444 -4.353
H: 0.793 -6.212 -4.092
C: -2.449 4.078 -2.512
O: -1.619 2.950 -2.552
C: -0.297 3.300 -2.764
C: 0.575 2.077 -2.979
O: 0.460 1.675 -4.335
C: 0.973 0.341 -4.643
H: -2.290 4.802 -1.669
H: -3.450 3.642 -2.443
H: -2.452 4.623 -3.510
H: 0.191 3.713 -1.885
H: -0.159 4.047 -3.544
H: 0.211 1.299 -2.230
H: 1.605 2.317 -2.748
H: 0.308 -0.019 -5.436
H: 0.897 -0.256 -3.742
H: 2.011 0.431 -5.073

Atoms 1-6, force components in eV/Å:
-0.18 0.43 0.30
-0.40 -0.44 -0.84
2.80 0.27 -0.17
-2.77 -0.34 0.37
0.59 1.32 -1.50
0.48 -1.89 0.07

The LUMO energy is 0.478 eV.

2.
A molecular structure, C52H51CeN10OPS3 in a non-equilibrium geometry, computed with wB97M-V/def2-TZVPD.

Positions of all 119 atoms, in Å:
Ce: 0.103 -0.483 -1.666
C: -0.250 0.091 4.544
N: 0.124 -0.800 3.466
C: -0.009 -0.538 2.132
N: 0.421 -1.571 1.373
C: 0.737 -2.583 2.222
C: 0.578 -2.120 3.556
C: 0.799 -2.874 4.860
C: 2.027 -3.542 5.111
C: 2.287 -4.216 6.284
C: 1.414 -4.142 7.367
C: 0.258 -3.337 7.256
C: -0.034 -2.800 5.989
C: 1.164 -3.919 1.765
C: 0.165 -4.886 1.511
C: 0.487 -6.239 1.395
C: 1.813 -6.632 1.626
C: 2.762 -5.625 1.823
C: 2.475 -4.277 1.917
P: 0.026 1.115 1.210
C: 2.089 0.859 -0.921
N: 1.668 1.701 -1.915
C: 2.525 2.783 -1.935
C: 3.428 2.699 -0.860
N: 3.142 1.431 -0.313
C: 3.876 0.735 0.729
C: 4.236 3.753 -0.178
C: 3.550 4.289 0.917
C: 4.020 5.335 1.668
C: 5.226 5.965 1.433
C: 5.947 5.449 0.390
C: 5.477 4.335 -0.401
C: 2.638 3.795 -3.003
C: 1.455 4.181 -3.648
C: 1.533 5.015 -4.778
C: 2.742 5.514 -5.218
C: 3.911 5.030 -4.645
C: 3.882 4.191 -3.519
C: -1.588 1.264 0.385
N: -1.760 0.892 -0.907
C: -3.032 1.195 -1.202
C: -3.609 1.944 -0.183
N: -2.620 1.977 0.786
C: -2.934 2.518 2.100
C: -4.912 2.674 -0.081
C: -6.033 1.973 0.223
C: -7.237 2.674 0.342
C: -7.297 4.036 0.245
C: -6.147 4.734 -0.133
C: -4.946 4.067 -0.262
C: -3.655 0.839 -2.476
C: -3.247 1.437 -3.657
C: -4.094 1.294 -4.743
C: -5.087 0.333 -4.751
C: -5.456 -0.342 -3.581
C: -4.785 -0.080 -2.436
H: 0.540 0.103 5.282
H: -1.188 -0.118 5.043
H: -0.408 1.132 4.203
H: 2.790 -3.576 4.362
H: 3.212 -4.731 6.453
H: 1.780 -4.519 8.310
H: -0.470 -3.223 8.037
H: -1.006 -2.311 5.977
H: -0.848 -4.587 1.417
H: -0.289 -6.925 1.300
H: 2.075 -7.684 1.658
H: 3.793 -5.903 1.969
H: 3.210 -3.518 2.207
H: 4.259 -0.190 0.416
H: 3.213 0.535 1.583
H: 4.668 1.365 1.103
H: 2.554 3.818 1.111
H: 3.314 5.709 2.398
H: 5.567 6.761 2.070
H: 6.919 5.895 0.068
H: 6.076 4.072 -1.293
H: 0.527 3.810 -3.248
H: 0.746 5.489 -5.380
H: 2.634 6.112 -6.135
H: 4.896 5.245 -5.083
H: 4.884 3.856 -3.117
H: -4.035 2.546 2.241
H: -2.453 3.499 2.293
H: -2.499 1.853 2.806
H: -6.031 0.867 0.281
H: -8.084 2.084 0.579
H: -8.230 4.587 0.348
H: -6.151 5.805 -0.288
H: -4.051 4.599 -0.534
H: -2.331 2.096 -3.716
H: -3.876 1.803 -5.677
H: -5.630 0.174 -5.666
H: -6.240 -1.130 -3.530
H: -5.065 -0.425 -1.431
N: 1.897 -3.180 -2.315
N: 2.250 -4.618 -2.041
C: 3.083 -5.300 -2.810
N: 3.297 -6.544 -2.361
S: 3.806 -4.672 -4.218
H: 1.614 -3.180 -3.192
H: 2.851 -2.759 -2.272
H: 2.668 -4.490 -1.084
H: 2.580 -6.872 -1.671
H: 4.229 -6.925 -2.511
H: -0.330 2.246 2.297
S: 2.058 0.634 -5.829
C: 0.659 0.130 -4.979
N: -0.148 -0.229 -4.233
C: -3.458 -3.406 -2.131
S: -2.049 -3.363 -0.980
C: -2.768 -2.832 0.652
O: -1.501 -2.160 -1.638
H: -4.227 -4.154 -1.966
H: -2.935 -3.706 -3.049
H: -3.870 -2.420 -2.216
H: -3.263 -3.723 1.037
H: -3.469 -2.015 0.537
H: -2.001 -2.549 1.346

Atoms 1-6, force components in eV/Å:
2.09 0.85 -1.90
0.02 1.12 0.27
-0.39 -1.06 -0.95
0.87 0.59 -0.80
-0.97 1.25 0.11
-0.36 1.25 1.41

The total charge is +1. The energy relative to the best compared isomer or geometry (same formula, charge and spin) is 0.000 eV. The spin multiplicity is 2. The LUMO energy (spin up / spin down) is -2.506 / -2.494 eV. As for the expectation value of S²: 0.7508.

3.
A single C8H11N3O3S molecule in a non-equilibrium geometry, computed with wB97M-V/def2-TZVPD.

Positions of all 26 atoms, in Å:
C: 0.857 -2.497 1.884
C: -0.187 -1.923 1.212
C: 2.145 -2.133 1.544
C: 1.416 -0.505 0.010
C: -2.864 0.783 -0.211
C: -2.374 1.360 -1.647
C: -0.959 -0.433 -0.537
C: 0.433 2.704 -1.722
N: 2.408 -1.117 0.698
N: 0.122 -1.011 0.214
N: 3.230 -2.619 2.190
O: 1.559 0.420 -0.838
O: -1.762 0.148 0.390
O: 0.137 3.716 -0.855
S: -0.530 0.957 -1.718
H: 0.789 -3.461 2.451
H: -1.168 -2.151 1.266
H: -3.276 1.645 0.323
H: -3.791 0.084 -0.409
H: -2.998 0.823 -2.403
H: -2.450 2.429 -1.789
H: 1.394 2.187 -1.738
H: 0.171 2.993 -2.696
H: 3.069 -3.376 2.836
H: 4.019 -2.484 1.585
H: 0.610 3.459 -0.038

Atoms 1-6, force components in eV/Å:
-1.38 -2.20 0.47
4.41 1.47 -1.76
0.54 2.92 -0.64
0.38 -0.19 -0.73
-1.28 -0.02 -2.39
0.21 -1.42 0.58

The energy relative to the best compared isomer or geometry (same formula, charge and spin) is 4.582 eV. The LUMO energy (spin up / spin down) is 0.591 / 0.591 eV.

4.
A molecular structure, C38H44GaN2O5PS3, computed with wB97M-V/def2-TZVPD.

Positions of all 94 atoms, in Å:
Ga: -0.392 0.333 -0.842
O: -2.836 1.759 2.409
S: -1.805 0.826 2.093
O: -2.007 -0.558 2.429
O: -1.426 0.977 0.631
C: -0.311 1.390 2.890
C: -0.476 1.667 4.250
C: 0.567 2.182 4.996
C: 1.781 2.454 4.385
C: 1.950 2.186 3.040
C: 0.929 1.628 2.263
P: 1.422 1.360 0.514
C: 2.916 0.338 0.509
C: 3.503 0.099 -0.740
C: 4.647 -0.674 -0.846
C: 5.201 -1.247 0.295
C: 4.604 -1.047 1.530
C: 3.466 -0.253 1.642
C: 1.904 3.047 -0.002
C: 3.095 3.358 -0.653
C: 3.356 4.671 -1.034
C: 2.444 5.678 -0.763
C: 1.257 5.379 -0.101
C: 0.989 4.073 0.276
H: -1.444 1.500 4.708
H: 0.425 2.395 6.048
H: 2.594 2.887 4.952
H: 2.900 2.425 2.575
H: 3.069 0.533 -1.637
H: 5.106 -0.835 -1.813
H: 6.099 -1.848 0.218
H: 5.026 -1.503 2.416
H: 3.014 -0.107 2.614
H: 3.839 2.597 -0.843
H: 4.286 4.904 -1.537
H: 2.661 6.700 -1.050
H: 0.552 6.166 0.138
H: 0.075 3.856 0.821
N: -1.000 2.248 -1.578
C: -1.882 2.585 -2.733
C: -1.096 2.702 -4.022
C: -0.506 1.408 -4.572
C: 0.712 0.852 -3.841
N: 0.323 -0.099 -2.759
H: -1.510 2.466 -0.722
H: -0.204 2.884 -1.574
H: -2.367 3.539 -2.530
H: -2.665 1.827 -2.804
H: -0.293 3.436 -3.879
H: -1.761 3.130 -4.774
H: -0.218 1.579 -5.609
H: -1.284 0.634 -4.604
H: 1.320 1.648 -3.406
H: 1.340 0.313 -4.549
H: 1.088 -0.735 -2.554
H: -0.429 -0.686 -3.108
O: -1.911 -0.837 -1.286
S: -3.111 -1.398 -2.039
C: -2.862 -3.196 -2.021
C: -1.377 -3.559 -2.032
C: -0.809 -3.909 -0.653
C: 0.710 -4.083 -0.744
S: 1.619 -2.619 -0.195
O: 0.720 -1.437 -0.566
C: 1.550 -2.863 1.554
C: 0.849 -1.980 2.341
C: 0.836 -2.168 3.718
C: 1.534 -3.226 4.277
C: 2.262 -4.096 3.467
C: 2.282 -3.918 2.096
C: -4.483 -1.204 -0.964
C: -4.337 -1.294 0.416
C: -5.482 -1.258 1.192
C: -6.736 -1.162 0.590
C: -6.856 -1.064 -0.789
C: -5.718 -1.078 -1.586
H: -3.373 -3.532 -2.925
H: -3.396 -3.593 -1.158
H: -0.796 -2.731 -2.438
H: -1.230 -4.404 -2.706
H: -1.263 -4.836 -0.301
H: -1.061 -3.135 0.076
H: 1.031 -4.273 -1.770
H: 1.101 -4.885 -0.118
H: 0.292 -1.177 1.894
H: 0.262 -1.491 4.337
H: 1.515 -3.381 5.348
H: 2.815 -4.915 3.907
H: 2.879 -4.576 1.471
H: -3.356 -1.341 0.877
H: -5.397 -1.306 2.270
H: -7.626 -1.155 1.206
H: -7.832 -0.964 -1.246
H: -5.794 -0.980 -2.663

Atoms 1-6, force components in eV/Å:
0.20 0.27 -0.47
-0.03 0.02 0.06
0.37 0.04 -0.07
0.17 -0.03 0.04
-0.39 -0.14 0.15
0.18 0.07 0.17

The total charge is +2. The energy relative to the best compared isomer or geometry (same formula, charge and spin) is 1.335 eV. The LUMO energy is -4.583 eV.

5.
2 unconnected molecules or ions with the total composition C4H9PS in a non-equilibrium geometry, computed with wB97M-V/def2-TZVPD.

Positions of all 15 atoms, in Å:
C: 0.121 2.230 0.582
C: -0.253 1.000 0.684
C: 1.520 -0.255 -0.956
C: -0.557 -1.671 0.454
P: 0.834 -0.474 0.755
S: -3.388 -0.790 -1.061
H: -0.604 3.066 0.603
H: 1.119 2.523 0.804
H: -1.236 0.664 0.639
H: 1.953 0.717 -1.014
H: 2.271 -1.061 -1.386
H: 0.754 -0.265 -1.692
H: -0.195 -2.700 -0.047
H: -1.014 -1.861 1.552
H: -1.324 -1.124 0.081

Atoms 1-6, force components in eV/Å:
-0.70 2.67 1.04
1.12 -2.18 -0.08
1.40 -2.26 -0.74
2.50 -3.58 3.60
0.40 -0.17 -0.37
-0.09 0.02 -0.06

The energy relative to the best compared isomer or geometry (same formula, charge and spin) is 5.085 eV. The LUMO energy (spin up / spin down) is -2.853 / -2.831 eV.

6.
3 unconnected molecules or ions with the total composition CH6NO4 in a non-equilibrium geometry, computed with wB97M-V/def2-TZVPD.

Positions of all 12 atoms, in Å:
N: -1.477 -0.831 -1.228
C: -1.030 -0.056 -0.120
O: 0.094 -0.335 0.394
O: -1.738 0.932 0.190
H: -0.788 -1.272 -1.819
H: -2.202 -0.314 -1.670
H: 0.563 0.781 1.769
H: -0.507 1.710 2.115
O: 0.374 1.492 2.422
H: 1.458 -0.425 -0.615
H: 2.926 -1.018 -0.386
O: 2.327 -0.664 -1.051

Atoms 1-6, force components in eV/Å:
0.16 -0.18 0.97
0.45 1.47 -0.38
-0.06 -0.65 -0.22
-0.14 -0.87 0.06
0.01 0.19 0.22
-0.37 0.10 -0.66

The total charge is -1. The energy relative to the best compared isomer or geometry (same formula, charge and spin) is 0.047 eV. The LUMO energy is 4.162 eV.

7.
A single C5H6O2 molecule in a non-equilibrium geometry, computed with wB97M-V/def2-TZVPD.

Positions of all 13 atoms, in Å:
C: 1.391 0.032 0.912
C: 0.178 0.408 0.094
C: -0.931 1.208 0.802
C: -0.905 -1.407 -1.553
O: 0.377 0.958 -1.189
C: -0.281 -0.424 -0.982
O: -2.003 1.516 0.378
H: -0.563 1.541 1.793
H: 1.814 0.925 1.371
H: 1.113 -0.683 1.686
H: 2.150 -0.410 0.269
H: -0.833 -1.581 -2.615
H: -1.507 -2.083 -0.966

Atoms 1-6, force components in eV/Å:
-0.26 0.30 -0.18
-1.53 -0.41 0.70
1.03 0.05 0.91
0.11 -0.22 -0.86
-0.46 -3.01 -1.46
1.31 3.38 0.68

The energy relative to the best compared isomer or geometry (same formula, charge and spin) is 3.114 eV. The LUMO energy is 0.677 eV.